Density functional theory data (wB97M-V/def2-TZVPD) for a structure of composition C48H90CsF5N11OPSi2Te.

Each line ends with the Löwdin charge.
CARTESIAN COORDINATES (ANGSTROEM)
Cs -1.024 -0.720 1.015  0.95
C -5.454 3.231 3.490  -0.05
N -4.191 2.533 3.677  -0.16
C -3.190 3.116 4.543  -0.06
C -3.765 1.586 2.771  -0.45
N -2.566 1.205 2.584  0.04
N -4.813 1.005 2.056  0.13
C -4.758 0.445 0.782  -0.53
N -5.891 -0.332 0.540  0.14
N -3.828 0.724 -0.042  0.12
H -5.492 4.068 4.183  0.08
H -6.316 2.597 3.710  0.08
H -5.562 3.619 2.475  0.09
H -3.679 3.742 5.285  0.09
H -2.467 3.735 3.995  0.08
H -2.640 2.334 5.071  0.09
H -1.899 1.772 3.098  0.02
H -5.684 0.885 2.543  0.13
H -6.064 -0.995 1.288  0.08
H -5.823 -0.836 -0.333  0.04
H -3.981 0.225 -0.916  0.03
C 1.888 -2.461 -0.587  -0.05
N 2.625 -1.918 -1.702  -0.10
C 4.047 -1.702 -1.613  -0.13
C 4.353 -1.036 -2.952  -0.13
N 3.073 -0.474 -3.364  -0.09
C 2.909 -0.282 -4.794  -0.05
C 2.046 -1.024 -2.585  -0.39
N 0.794 -0.808 -2.596  0.10
C 0.194 0.168 -3.477  -0.24
C -1.027 0.817 -2.836  -0.23
N -0.718 1.704 -1.738  0.12
C -0.912 2.954 -1.825  -0.37
N -0.833 3.784 -0.696  -0.10
C -1.089 3.148 0.581  -0.08
C -1.638 4.963 -0.971  -0.15
C -1.455 5.125 -2.468  -0.15
N -1.293 3.749 -2.911  -0.09
C -0.729 3.562 -4.237  -0.05
H 2.222 -3.479 -0.380  0.10
H 0.832 -2.490 -0.855  0.02
H 2.009 -1.861 0.328  0.07
H 4.589 -2.640 -1.483  0.13
H 4.309 -1.045 -0.770  0.10
H 4.689 -1.777 -3.687  0.12
H 5.124 -0.267 -2.870  0.12
H 3.561 -0.971 -5.340  0.08
H 3.162 0.738 -5.097  0.09
H 1.888 -0.490 -5.097  0.07
H -0.155 -0.316 -4.399  0.11
H 0.901 0.955 -3.768  0.08
H -1.633 -0.001 -2.430  0.04
H -1.640 1.293 -3.611  0.11
H -0.403 2.315 0.733  0.04
H -2.108 2.750 0.629  0.06
H -0.939 3.879 1.377  0.08
H -1.290 5.828 -0.405  0.12
H -2.693 4.781 -0.720  0.13
H -0.554 5.711 -2.694  0.12
H -2.308 5.606 -2.948  0.12
H -0.259 4.494 -4.565  0.08
H -1.488 3.288 -4.971  0.09
H 0.039 2.793 -4.227  0.07
C -0.113 -7.038 -4.251  -0.18
Si -0.562 -5.224 -4.097  0.37
C 0.976 -4.194 -3.810  -0.18
C -1.423 -4.654 -5.660  -0.19
C -1.722 -5.018 -2.640  -0.58
Te -2.060 -2.969 -2.152  1.20
C -3.994 -3.258 -1.288  -0.59
Si -5.388 -3.088 -2.519  0.38
C -5.180 -4.310 -3.923  -0.18
C -7.023 -3.414 -1.650  -0.18
C -5.409 -1.343 -3.217  -0.18
H 0.577 -7.204 -5.083  0.03
H -1.001 -7.648 -4.429  0.03
H 0.367 -7.405 -3.341  0.03
H 1.672 -4.282 -4.648  0.03
H 1.501 -4.504 -2.903  0.03
H 0.723 -3.135 -3.693  0.00
H -0.733 -4.674 -6.507  0.03
H -1.796 -3.634 -5.551  0.02
H -2.270 -5.299 -5.904  0.03
H -1.347 -5.512 -1.742  0.01
H -2.697 -5.446 -2.884  0.00
H -4.049 -2.541 -0.465  -0.03
H -3.951 -4.228 -0.788  0.02
H -5.201 -5.339 -3.558  0.04
H -4.234 -4.149 -4.445  0.01
H -5.987 -4.199 -4.652  0.03
H -7.056 -4.431 -1.254  0.03
H -7.869 -3.290 -2.330  0.03
H -7.177 -2.736 -0.807  0.02
H -4.423 -1.065 -3.599  0.01
H -5.713 -0.592 -2.482  0.01
H -6.118 -1.274 -4.046  0.03
F -0.159 -4.197 1.919  0.00
C -1.412 -4.046 2.481  -0.30
C -2.387 -3.357 1.816  -0.12
C -3.555 -3.247 2.508  -0.27
F -4.627 -2.540 1.963  -0.02
C -3.799 -3.766 3.767  -0.16
F -4.977 -3.612 4.408  0.08
C -2.776 -4.464 4.387  -0.15
F -2.961 -4.992 5.611  0.09
C -1.559 -4.607 3.740  -0.16
F -0.567 -5.277 4.361  0.08
O 1.151 0.545 2.028  -0.57
P 2.459 1.264 2.222  0.80
C 3.760 -0.022 2.201  -0.32
C 3.437 -1.102 3.267  -0.18
C 4.407 -1.017 4.440  -0.19
C 5.839 -1.339 3.986  -0.19
C 6.077 -0.902 2.534  -0.19
C 5.256 0.345 2.213  -0.19
C 2.760 2.442 0.864  -0.31
C 2.499 1.737 -0.475  -0.19
C 2.701 2.714 -1.631  -0.17
C 4.112 3.342 -1.644  -0.18
C 4.922 2.933 -0.419  -0.20
C 4.129 3.180 0.863  -0.18
C 2.413 2.037 3.885  -0.32
C 1.068 2.744 4.132  -0.18
C 1.059 4.203 3.691  -0.20
C 2.185 4.979 4.361  -0.20
C 3.530 4.355 4.008  -0.19
C 3.589 2.881 4.403  -0.18
H 3.550 -0.469 1.223  0.08
H 3.516 -2.091 2.807  0.12
H 2.398 -1.023 3.592  0.10
H 4.100 -1.694 5.239  0.11
H 4.370 -0.010 4.867  0.10
H 6.032 -2.409 4.085  0.11
H 6.553 -0.835 4.642  0.11
H 5.781 -1.699 1.844  0.11
H 7.139 -0.723 2.358  0.11
H 5.546 0.759 1.248  0.09
H 5.483 1.112 2.957  0.10
H 1.960 3.186 0.976  0.11
H 1.481 1.350 -0.506  0.08
H 3.167 0.879 -0.592  0.09
H 1.937 3.490 -1.550  0.10
H 2.514 2.184 -2.564  0.09
H 4.035 4.433 -1.663  0.11
H 4.653 3.061 -2.551  0.10
H 5.863 3.486 -0.379  0.12
H 5.194 1.876 -0.496  0.09
H 3.950 4.255 0.942  0.11
H 4.735 2.918 1.731  0.09
H 2.386 1.118 4.484  0.11
H 0.871 2.710 5.210  0.12
H 0.271 2.174 3.649  0.08
H 0.088 4.650 3.924  0.10
H 1.174 4.271 2.604  0.09
H 2.042 4.959 5.448  0.12
H 2.164 6.029 4.061  0.11
H 4.345 4.891 4.500  0.12
H 3.695 4.466 2.934  0.08
H 3.563 2.824 5.497  0.12
H 4.546 2.448 4.109  0.09

Properties
* E_HOMO: -6.79 eV
* ΔE to the lowest compared entry with this formula, charge and spin: 0.0 kJ/mol
* frontier orbital gap: 6.87 eV
* LUMO level: 0.1 eV
* total energy: -4268.48447 Ha
* strongest force on any atom: 0.84 eV/A

---

Density functional theory data (wB97M-V/def2-TZVPD) for a structure of composition C32H50Br2N8PS.

Each line ends with the Löwdin charge.
CARTESIAN COORDINATES (ANGSTROEM)
C 2.219 2.664 -1.817  -0.11
C 0.833 3.126 -1.373  -0.23
C -0.148 2.016 -0.974  -0.23
C 0.452 0.925 -0.099  -0.25
C -0.427 -0.315 0.053  -0.31
P -0.650 -1.353 -1.431  0.72
S 0.483 -0.678 -3.025  0.60
C -0.094 -3.062 -0.990  -0.22
C 1.255 -3.364 -1.582  -0.33
C 2.417 -2.880 -0.966  -0.05
C 3.663 -3.134 -1.541  -0.02
C 3.759 -3.864 -2.733  -0.26
C 5.106 -4.099 -3.349  -0.05
C 2.589 -4.359 -3.326  -0.02
C 1.342 -4.104 -2.761  -0.04
C -2.381 -1.366 -2.008  -0.86
Br -3.488 -1.594 -0.431  0.81
C -2.678 -2.401 -3.099  -0.79
C -4.164 -2.698 -3.261  -0.18
Br -2.056 -1.684 -4.810  0.75
H 2.805 3.527 -2.115  0.08
H 2.187 1.981 -2.662  0.05
H 2.748 2.196 -0.994  0.06
H 0.387 3.664 -2.203  0.10
H 0.969 3.792 -0.529  0.11
H -0.922 2.504 -0.386  0.07
H -0.651 1.625 -1.853  0.07
H 0.559 1.331 0.904  0.12
H 1.441 0.600 -0.409  0.08
H -1.407 -0.062 0.449  0.05
H 0.049 -0.965 0.781  0.02
H 1.621 -0.394 -2.375  -0.12
H -0.007 -3.073 0.091  0.07
H -0.849 -3.780 -1.293  0.09
H 2.364 -2.318 -0.045  0.08
H 4.558 -2.770 -1.063  0.11
H 5.298 -3.340 -4.105  0.09
H 5.891 -4.002 -2.611  0.08
H 5.163 -5.056 -3.853  0.08
H 2.638 -4.946 -4.231  0.11
H 0.418 -4.437 -3.209  0.06
H -2.619 -0.388 -2.412  0.07
H -2.139 -3.329 -2.946  0.06
H -4.499 -3.422 -2.532  0.07
H -4.724 -1.772 -3.180  0.08
H -4.338 -3.073 -4.260  0.06
C -2.945 1.484 3.144  -0.09
C -2.719 2.456 2.086  -0.27
N -2.540 3.233 1.265  0.15
H -3.829 0.890 2.920  0.09
H -2.081 0.829 3.234  0.04
H -3.098 1.993 4.085  0.04
C -4.295 5.793 4.526  -0.07
C -4.699 4.398 4.502  -0.26
N -4.966 3.286 4.484  0.14
H -3.465 5.946 3.839  0.08
H -5.126 6.434 4.238  0.09
H -3.970 6.057 5.527  0.06
C -1.885 3.997 7.594  -0.06
C -1.568 4.968 6.555  -0.28
N -1.321 5.721 5.730  0.14
H -2.815 3.486 7.350  0.08
H -1.087 3.262 7.667  0.08
H -1.995 4.503 8.551  0.08
C -0.320 -4.726 -6.710  -0.05
C -0.797 -5.174 -5.411  -0.28
N -1.177 -5.541 -4.395  0.15
H 0.745 -4.932 -6.804  0.09
H -0.855 -5.252 -7.499  0.09
H -0.489 -3.657 -6.813  0.06
C -0.474 2.073 -5.614  -0.08
C 0.153 3.361 -5.873  -0.29
N 0.653 4.369 -6.076  0.14
H -0.527 1.493 -6.534  0.08
H 0.114 1.528 -4.878  0.03
H -1.481 2.222 -5.229  0.08
C -1.448 -2.241 4.210  -0.06
C -1.269 -1.000 4.946  -0.29
N -1.155 -0.012 5.513  0.15
H -2.257 -2.822 4.647  0.09
H -1.678 -2.021 3.169  0.07
H -0.530 -2.823 4.249  0.07
C 2.309 -0.249 3.688  -0.05
C 1.666 -1.224 2.823  -0.22
N 1.158 -1.967 2.116  0.16
H 2.805 -0.756 4.514  0.09
H 3.039 0.318 3.115  0.04
H 1.562 0.437 4.086  0.08
C 5.269 3.125 4.355  -0.05
C 4.316 2.749 3.320  -0.26
N 3.571 2.454 2.504  0.13
H 5.135 2.491 5.229  0.09
H 6.283 3.009 3.980  0.09
H 5.110 4.163 4.639  0.09

Properties
* E_HOMO: -11.39 eV
* frontier orbital gap: 8.79 eV
* charge: +1
* LUMO level: -2.6 eV
* total energy: -7574.70532 Ha
* strongest force on any atom: 1.09 eV/A

---

Density functional theory data (wB97M-V/def2-TZVPD) for an isolated molecule of C23H40N2O3.

Each line ends with the Löwdin charge.
CARTESIAN COORDINATES (ANGSTROEM)
C -3.379 0.476 3.102  0.03
C -2.651 0.411 1.975  -0.15
C -3.135 -0.152 0.651  -0.20
O -2.166 -0.990 0.029  -0.16
C -1.754 -2.145 0.769  -0.15
C -0.494 -2.778 0.127  -0.14
C 0.607 -1.692 0.033  -0.42
O 1.188 -1.318 1.052  0.06
N 0.998 -1.263 -1.184  0.02
C 0.140 -1.104 -2.396  -0.04
C 0.670 0.342 -2.457  -0.38
C 1.240 0.733 -3.842  -0.13
C 1.723 2.201 -3.841  -0.15
C 0.653 3.179 -3.299  -0.12
N 0.260 2.704 -1.957  -0.03
C 0.749 3.315 -0.842  -0.41
O 1.463 4.316 -0.925  0.05
C 0.273 2.869 0.574  -0.24
C -1.105 3.521 0.861  -0.04
C 1.322 3.134 1.709  -0.36
C 2.675 2.428 1.460  -0.07
C 0.810 2.730 3.109  -0.07
C -0.383 1.376 -1.961  -0.06
C 1.764 -0.008 -1.426  -0.01
C -0.042 -4.148 0.777  -0.51
C 1.285 -4.652 0.152  -0.05
C -1.107 -5.237 0.495  -0.06
C 0.152 -4.059 2.311  -0.05
H -2.960 0.883 4.012  0.05
H -4.402 0.127 3.137  0.06
H -1.628 0.762 1.979  0.08
H -4.083 -0.681 0.762  0.12
H -3.329 0.686 -0.020  0.12
H -1.541 -1.902 1.811  0.12
H -2.586 -2.849 0.776  0.12
H -0.781 -3.026 -0.893  0.13
H 0.472 -1.703 -3.245  0.13
H -0.936 -1.064 -2.214  0.12
H 2.054 0.067 -4.136  0.12
H 0.465 0.609 -4.601  0.12
H 2.630 2.300 -3.241  0.12
H 2.009 2.499 -4.851  0.11
H 0.953 4.230 -3.307  0.12
H -0.238 3.149 -3.927  0.12
H 0.142 1.789 0.570  0.10
H -1.820 3.322 0.061  0.08
H -1.560 3.145 1.776  0.05
H -1.017 4.605 0.954  0.09
H 1.520 4.208 1.739  0.13
H 2.562 1.342 1.444  0.07
H 3.130 2.730 0.516  0.07
H 3.396 2.667 2.242  0.08
H 0.519 1.679 3.137  0.08
H 1.579 2.876 3.868  0.08
H -0.046 3.327 3.420  0.07
H -1.210 1.423 -2.672  0.13
H -0.894 1.113 -1.035  0.11
H 1.732 0.722 -0.618  0.10
H 2.740 -0.173 -1.885  0.13
H 2.124 -4.001 0.401  0.08
H 1.550 -5.648 0.507  0.08
H 1.224 -4.699 -0.936  0.08
H -2.057 -5.024 0.986  0.07
H -1.307 -5.341 -0.572  0.08
H -0.786 -6.215 0.856  0.08
H -0.770 -3.803 2.831  0.08
H 0.492 -5.009 2.725  0.08
H 0.899 -3.314 2.587  0.08

Properties
* E_HOMO: -9.11 eV
* ΔE to the lowest compared entry with this formula, charge and spin: 244.9 kJ/mol
* frontier orbital gap: 9.70 eV
* LUMO level: 0.6 eV
* total energy: -1235.60278 Ha
* strongest force on any atom: 1.78 eV/A

---

Density functional theory data (wB97M-V/def2-TZVPD) for the ion C4H7NOP with charge -1.

Each line ends with the Löwdin charge.
CARTESIAN COORDINATES (ANGSTROEM)
C -0.680 -1.915 1.432  0.08
C -0.205 -0.926 1.003  -0.14
C 1.899 0.467 0.699  -0.11
C 0.334 0.290 0.298  -0.64
N 0.234 0.173 -1.100  -0.27
O -1.692 0.430 -3.114  -0.57
P -1.269 0.422 -1.637  0.44
H -1.071 -2.818 1.659  -0.03
H 1.837 0.443 1.776  0.04
H 2.290 -0.448 0.147  0.07
H 2.213 1.440 0.181  0.08
H 0.051 1.306 0.800  0.12
H -2.080 -0.468 -1.009  -0.04
H -1.863 1.605 -1.135  -0.03

Properties
* E_HOMO: -3.94 eV
* ΔE to the lowest compared entry with this formula, charge and spin: 0.0 kJ/mol
* frontier orbital gap: 7.99 eV
* charge: -1
* LUMO level: 4.0 eV
* total energy: -627.91088 Ha
* strongest force on any atom: 3.77 eV/A

---

Question: Among the records above, which one has the highest frontier orbital gap?
Answer: C23H40N2O3